Entry P
44
Properties=species:S:1:pos:R:3 method="wB97M-V/def2-TZVPD" gap_ev=9.5 total_charge=-2 e_lumo_ev=4.950
S 24.499 5.184 9.872
O 25.653 4.849 9.022
O 24.357 6.583 10.073
O 23.238 4.719 9.212
O 24.687 4.486 11.148
O 20.989 5.494 10.035
H 21.757 4.971 9.733
H 21.230 6.403 10.085
O 22.109 2.168 9.107
H 22.681 2.923 9.246
H 22.145 2.000 8.182
O 26.238 2.730 7.758
H 25.513 2.313 7.371
H 26.009 3.504 8.279
O 23.346 2.435 11.948
H 23.983 3.056 11.748
H 23.692 1.655 11.303
O 27.197 6.475 7.187
H 27.139 7.369 7.443
H 26.322 5.935 7.642
O 26.390 2.796 11.419
H 26.844 2.836 10.640
H 25.748 3.591 11.201
O 28.243 4.598 9.735
H 28.285 5.042 10.662
H 27.392 4.732 9.419
O 22.348 7.989 10.770
H 22.734 8.076 11.655
H 23.129 7.599 10.493
O 26.941 3.828 14.139
H 26.140 3.456 14.722
H 26.720 3.816 13.229
O 22.653 4.307 6.705
H 23.258 4.760 6.209
H 22.937 4.493 7.568
O 23.897 7.505 7.691
H 22.859 7.427 7.543
H 24.051 7.100 8.552
O 23.371 5.144 13.289
H 23.832 4.924 12.448
H 22.518 5.443 13.014
O 25.960 8.432 11.348
H 25.523 8.965 11.907
H 25.277 8.090 10.900


Entry Q
44
Properties=species:S:1:pos:R:3 method="wB97M-V/def2-TZVPD" gap_ev=9.5 total_charge=-2 e_lumo_ev=5.090
S -0.107 -0.171 -0.146
O -0.895 0.585 -1.073
O 0.903 0.767 0.337
O -0.805 -0.630 1.042
O 0.490 -1.353 -0.770
O -1.813 3.014 -1.661
H -1.515 2.135 -1.524
H -1.499 3.617 -1.034
O 2.001 1.608 2.578
H 1.439 1.441 1.848
H 2.177 0.754 3.029
O -2.595 -2.568 1.225
H -1.776 -2.024 1.339
H -3.229 -1.964 0.960
O -1.330 3.214 1.913
H -1.272 3.123 2.808
H -0.434 2.983 1.595
O 1.245 3.176 -0.250
H 1.194 2.225 -0.107
H 1.784 3.251 -0.984
O -1.855 0.417 3.075
H -2.354 1.188 2.684
H -1.550 -0.089 2.284
O 1.314 -1.542 -3.131
H 0.399 -1.898 -3.434
H 1.071 -1.547 -2.214
O 0.738 -1.994 2.732
H 0.301 -1.286 2.309
H 1.311 -1.507 3.394
O -2.989 -0.534 -2.289
H -2.133 -0.180 -1.994
H -3.493 -0.871 -1.599
O -0.319 0.598 -3.661
H -0.551 1.069 -2.844
H 0.506 0.086 -3.436
O -0.746 -3.700 -0.444
H -1.352 -3.340 0.234
H -0.356 -2.936 -0.715
O 3.568 0.304 0.037
H 3.801 0.306 -0.894
H 2.658 0.584 0.195
O 2.915 -2.543 -0.499
H 3.207 -1.519 -0.319
H 1.946 -2.251 -0.598


Short version: entry Q is the most stable of them.


Entry P
13
Properties=species:S:1:pos:R:3 method="wB97M-V/def2-TZVPD" gap_ev=8.2 smiles="S=CN1C=CSCS1" e_lumo_ev=0.030
S -1.968 -1.406 -2.117
C -0.450 -1.394 -1.554
N 0.070 -0.607 -0.578
C 1.374 -0.696 -0.031
C 2.015 0.035 0.961
S 1.355 1.632 1.815
C -0.150 0.636 1.651
S -0.724 0.778 0.013
H 0.218 -1.996 -2.362
H 1.920 -1.643 -0.550
H 3.076 -0.470 1.085
H 0.041 -0.410 2.354
H -1.088 1.207 2.000


Entry Q
13
Properties=species:S:1:pos:R:3 method="wB97M-V/def2-TZVPD" gap_ev="8.0 / 8.0" e_lumo_ev="-0.533 / -0.533"
C 1.279 0.415 -0.945
C 3.106 -0.433 -0.130
C 0.662 -0.318 -0.008
C -1.587 -0.639 0.613
N 2.599 0.323 -1.034
S 1.902 -1.082 0.972
S -2.169 -1.704 -0.582
S -2.135 1.022 0.662
H 0.626 1.035 -1.590
H 4.173 -0.742 -0.045
H -1.119 -1.120 1.518
H -3.181 -0.920 -1.062
H -1.017 1.601 1.159


Short version: entry Q is the most stable of them.


Entry P
64
Properties=species:S:1:pos:R:3 method="wB97M-V/def2-TZVPD" gap_ev="6.6 / 6.7" multiplicity=3 total_charge=+1 e_lumo_ev="-3.592 / -4.306"
O -0.168 -0.004 -0.733
C 0.870 -0.496 -1.663
C 0.390 0.405 -2.784
H 0.713 -1.565 -1.827
H 1.864 -0.271 -1.270
C -0.750 0.798 -1.814
H 0.097 -0.142 -3.683
H 1.082 1.226 -2.990
C -2.088 0.192 -2.167
H -2.005 -0.901 -2.177
H -2.416 0.550 -3.151
H -2.839 0.485 -1.422
C -0.850 2.262 -1.450
H 0.137 2.709 -1.302
H -1.446 2.415 -0.538
H -1.357 2.797 -2.262
Mo 0.046 0.188 1.746
C 0.991 1.727 3.000
C 1.926 0.617 2.877
C 2.369 0.582 1.520
H 2.354 -0.012 3.640
C 1.710 1.634 0.798
C 0.838 2.324 1.714
H 0.171 3.162 1.534
H 0.521 2.142 3.873
H 3.106 -0.135 1.172
H 1.949 1.958 -0.208
C -1.638 -0.532 3.461
C -1.942 0.728 2.700
C -2.348 0.367 1.409
H -2.071 1.687 3.174
C -2.114 -1.038 1.224
C -1.509 -1.561 2.378
H -1.346 -2.607 2.613
H -2.373 -0.905 4.181
H -2.815 1.044 0.723
H -2.368 -1.588 0.335
O 0.680 -1.641 -5.792
C 0.207 -0.560 -6.635
C 0.385 -0.956 -8.111
H 0.812 0.344 -6.425
H -0.835 -0.323 -6.363
C 1.587 -1.910 -8.037
H 0.544 -0.094 -8.761
H -0.498 -1.514 -8.449
C 1.367 -2.584 -6.670
H 2.513 -1.319 -8.006
H 1.637 -2.618 -8.865
H 2.302 -2.910 -6.188
H 0.739 -3.486 -6.818
F -0.847 2.117 5.680
C -1.135 0.824 6.025
F -1.232 0.726 7.355
F -2.395 0.617 5.539
C 0.019 -0.084 5.505
O -0.251 -0.208 4.104
C 1.375 0.635 6.015
F 1.316 0.697 7.368
F 2.491 -0.074 5.697
F 1.590 1.909 5.577
C 0.191 -1.590 5.848
F 0.415 -1.830 7.150
F -0.906 -2.310 5.482
F 1.238 -2.100 5.142


Entry Q
64
Properties=species:S:1:pos:R:3 method="wB97M-V/def2-TZVPD" gap_ev="7.7 / 7.1" multiplicity=3 total_charge=+1 e_lumo_ev="-4.144 / -4.594"
O 1.797 0.619 -1.647
C 1.423 -0.631 -2.351
C 2.543 -1.436 -1.703
H 1.555 -0.476 -3.405
H 0.417 -1.001 -2.087
C 2.672 -0.190 -0.781
H 3.450 -1.540 -2.286
H 2.251 -2.375 -1.231
C 4.036 0.461 -0.772
H 4.245 0.874 -1.768
H 4.803 -0.282 -0.524
H 4.037 1.280 -0.040
C 2.131 -0.651 0.559
H 1.167 -1.208 0.453
H 1.999 0.186 1.240
H 2.826 -1.369 1.024
Mo -0.948 -0.373 1.138
C -2.223 -1.644 2.412
C -3.000 -1.193 1.290
C -2.400 -1.700 0.082
H -3.941 -0.649 1.339
C -1.238 -2.473 0.464
C -1.143 -2.456 1.909
H -0.422 -3.006 2.507
H -2.443 -1.472 3.462
H -2.784 -1.573 -0.922
H -0.627 -3.063 -0.214
C -1.983 1.759 2.569
C -0.743 1.008 2.991
C 0.282 1.433 2.108
H -0.609 0.667 4.012
C -0.346 1.932 0.895
C -1.756 1.828 1.077
H -2.508 2.201 0.385
H -1.893 2.775 2.978
H 1.348 1.427 2.334
H 0.176 2.242 -0.011
O 3.198 -1.049 -4.346
C 4.528 -1.607 -4.416
C 4.961 -1.675 -5.894
H 4.538 -2.620 -3.973
H 5.194 -0.973 -3.810
C 3.687 -1.342 -6.708
H 5.362 -2.668 -6.119
H 5.751 -0.944 -6.092
C 2.678 -0.787 -5.672
H 3.311 -2.250 -7.188
H 3.870 -0.608 -7.488
H 1.685 -1.257 -5.763
H 2.546 0.307 -5.771
F -3.194 1.020 5.795
C -3.691 2.141 5.218
F -4.691 2.622 5.999
F -2.688 3.061 5.210
C -4.210 1.838 3.769
O -3.244 1.133 2.997
C -5.353 0.764 3.823
F -6.439 1.147 4.532
F -5.752 0.462 2.558
F -4.865 -0.384 4.357
C -4.721 3.132 3.048
F -5.769 3.680 3.705
F -3.746 4.074 2.966
F -5.097 2.853 1.777


Short version: entry Q is the most stable of them.


Entry P
15
Properties=species:S:1:pos:R:3 method="wB97M-V/def2-TZVPD" gap_ev=6.6 total_charge=-1 e_lumo_ev=3.758
C 0.803 -0.556 -0.639
C 0.205 0.397 -1.678
O 0.298 1.772 -1.231
C 0.622 -0.292 0.960
O 1.583 -0.896 1.595
H 1.877 -0.689 -0.771
H 0.357 -1.542 -0.756
H 0.779 0.384 -2.604
H -0.846 0.171 -1.882
H 0.774 1.723 -0.397
H 0.490 0.813 1.155
H -0.479 -0.604 1.161
H -1.874 -0.295 0.963
H -3.240 -0.193 0.245
O -2.818 -0.501 1.058


Entry Q
15
Properties=species:S:1:pos:R:3 method="wB97M-V/def2-TZVPD" gap_ev=5.9 total_charge=-1 e_lumo_ev=3.493
C 0.770 0.206 0.751
C -0.734 0.375 0.878
O -1.429 -0.583 0.036
C 1.487 1.307 -0.121
O 2.729 1.012 -0.430
H 0.950 -0.755 0.253
H 1.186 0.099 1.755
H -1.096 0.193 1.904
H -1.077 1.388 0.626
H -2.381 -0.347 0.077
H 0.763 1.476 -0.975
H 1.341 2.263 0.500
H -1.285 -1.771 -2.195
H -0.362 -2.271 -1.152
O -0.863 -2.593 -1.908


Entry R
15
Properties=species:S:1:pos:R:3 method="wB97M-V/def2-TZVPD" gap_ev=6.8 total_charge=-1 e_lumo_ev=3.771
C -0.792 -0.707 0.728
O 0.303 -1.494 0.910
C -0.475 0.826 0.733
C -0.007 1.187 -0.663
O 0.469 2.550 -0.750
H -1.205 -0.856 -0.301
H -1.563 -0.938 1.491
H 0.312 0.981 1.437
H -1.397 1.384 0.946
H 0.889 0.603 -0.880
H -0.741 0.958 -1.437
H -0.189 3.115 -0.331
H 2.211 -2.631 -0.436
H 0.716 -2.365 -0.399
O 1.470 -2.614 -1.047


Short version: entry R is the most stable of them.